Below is C56H45As2Cl3N4O6Ti as an isolated structure, with properties calculated with wB97M-V/def2-TZVPD.

Output
2S+1 = 3
maximum force = 3.9 eV/A
energy = -9533.137331 hartree
energy above the lowest of the compared OMol25 structures with the same formula, charge and spin = 0.00 kcal per mole

Each line ends with the Löwdin spin population.
Geometry (Å):
Ti1 0.861 0.255 0.660  1.061
O1 5.707 -0.708 -1.648  -0.001
C1 5.418 -1.699 -0.833  0.000
O2 6.242 -2.515 -0.497  0.002
C2 4.007 -1.804 -0.350  0.015
C3 3.469 -2.952 0.211  0.058
Cl1 4.347 -4.350 0.610  0.015
N1 2.139 -2.737 0.511  0.084
N2 1.835 -1.422 0.228  0.102
C4 2.950 -0.857 -0.344  0.163
C5 2.814 0.447 -0.976  0.092
O3 3.732 0.946 -1.654  0.116
O4 1.650 1.005 -0.870  0.040
C6 1.138 -3.669 0.817  0.003
C7 -0.106 -3.218 1.270  0.018
C8 -1.084 -4.115 1.656  -0.001
C9 -0.869 -5.481 1.567  0.016
C10 0.334 -5.933 1.051  -0.001
C11 1.325 -5.049 0.673  0.015
H1 4.969 -0.026 -1.767  -0.001
H2 -0.286 -2.158 1.380  0.004
H3 -2.018 -3.734 2.042  0.000
H4 -1.625 -6.178 1.893  0.001
H5 0.505 -6.994 0.938  0.000
H6 2.237 -5.451 0.272  0.001
C12 -0.528 1.537 -3.231  0.000
C13 -1.511 0.496 -2.711  0.004
As1 -0.905 -0.547 -1.102  0.019
C14 -0.702 -2.247 -2.081  0.000
C15 0.587 -2.667 -2.401  0.000
C16 0.800 -3.844 -3.100  0.000
C17 -0.279 -4.615 -3.497  0.000
C18 -1.568 -4.173 -3.248  0.000
C19 -1.779 -2.994 -2.551  0.000
C20 -2.659 -0.706 -0.217  0.004
C21 -3.235 -1.900 0.204  0.000
C22 -4.354 -1.894 1.020  0.000
C23 -4.893 -0.698 1.461  0.000
C24 -4.325 0.501 1.057  0.000
C25 -3.223 0.494 0.221  0.001
As2 1.335 0.946 -3.703  0.001
C26 0.985 0.342 -5.558  0.001
C27 0.154 -0.757 -5.738  0.000
C28 -0.056 -1.303 -6.990  0.000
C29 0.600 -0.779 -8.092  0.000
C30 1.462 0.290 -7.925  0.000
C31 1.653 0.844 -6.671  0.000
C32 1.932 2.769 -4.184  0.000
C33 3.212 3.185 -3.836  0.000
C34 3.648 4.468 -4.126  0.000
C35 2.812 5.359 -4.777  0.000
C36 1.542 4.951 -5.151  0.000
C37 1.114 3.668 -4.862  0.000
H7 -0.381 2.315 -2.471  0.000
H8 -0.974 2.005 -4.114  0.000
H9 -1.736 -0.241 -3.493  0.000
H10 -2.457 0.993 -2.448  0.000
H11 1.435 -2.050 -2.122  0.000
H12 1.808 -4.158 -3.329  0.000
H13 -0.112 -5.551 -4.008  0.000
H14 -2.410 -4.755 -3.594  0.000
H15 -2.791 -2.641 -2.380  0.000
H16 -2.807 -2.845 -0.107  0.000
H17 -4.802 -2.829 1.324  0.000
H18 -5.749 -0.699 2.118  0.000
H19 -4.737 1.438 1.406  0.000
H20 -2.764 1.434 -0.089  0.000
H21 -0.331 -1.199 -4.873  0.000
H22 -0.719 -2.149 -7.107  0.000
H23 0.452 -1.213 -9.071  0.000
H24 1.994 0.685 -8.779  0.000
H25 2.333 1.678 -6.547  0.000
H26 3.867 2.487 -3.332  0.000
H27 4.648 4.770 -3.853  0.000
H28 3.148 6.361 -5.002  0.000
H29 0.886 5.631 -5.677  0.000
H30 0.132 3.364 -5.200  0.000
Cl2 -5.342 3.283 4.286  0.000
C38 -4.995 1.663 4.811  0.000
C39 -5.934 0.671 4.623  0.000
C40 -5.638 -0.623 5.019  0.000
C41 -4.443 -0.897 5.660  0.000
C42 -3.524 0.112 5.883  0.000
Cl3 -2.107 -0.251 6.821  0.000
C43 -3.745 1.414 5.404  0.000
N3 -2.845 2.438 5.532  0.000
C44 -1.451 2.371 5.538  0.000
C45 -0.767 3.262 6.364  0.000
C46 0.611 3.270 6.414  0.000
C47 1.328 2.362 5.653  0.000
C48 0.658 1.487 4.817  0.001
C49 -0.728 1.495 4.717  0.002
C50 -1.423 0.584 3.731  0.004
C51 -0.584 0.399 2.496  0.034
O5 0.306 -0.484 2.456  0.019
O6 -0.746 1.125 1.475  0.006
H31 -6.879 0.906 4.158  0.000
H32 -6.351 -1.412 4.851  0.000
H33 -4.228 -1.894 6.010  0.000
H34 -3.248 3.365 5.503  0.000
H35 -1.341 3.944 6.975  0.000
H36 1.121 3.968 7.060  0.000
H37 2.405 2.340 5.709  0.000
H38 1.228 0.782 4.230  0.000
H39 -2.389 0.996 3.441  0.000
H40 -1.565 -0.408 4.166  0.000
C52 3.786 3.426 2.557  0.030
C53 4.137 2.078 2.523  0.001
C54 3.221 1.150 2.081  0.030
N4 1.981 1.485 1.658  0.002
C55 1.653 2.798 1.667  0.025
C56 2.511 3.777 2.113  0.002
H41 4.475 4.172 2.920  0.002
H42 5.112 1.751 2.851  -0.001
H43 3.455 0.087 2.091  0.003
H44 0.654 3.040 1.307  0.002
H45 2.189 4.807 2.124  -0.001